1.
DFT (ωB97M-V with the def2-TZVPD basis set) results for a 5-piece molecular cluster, C2H15NO4 overall in a non-equilibrium geometry.

SMILES: CNC.O.O.O.O
Energy relative to the best compared isomer or geometry (same formula, charge and spin), kcal/mol: 19.86
Energy, eV: -11997.2912
Strongest force on any atom, eV/Å: 1.132
E_HOMO, eV: -9.1387
LUMO energy, hartree: 0.0273

```
22
C2H15NO4 (ωB97M-V with the def2-TZVPD basis set)
O 3.137 1.906 -1.114
H -3.523 0.753 0.758
O 1.251 0.364 -2.737
O 1.099 0.913 0.842
C -2.602 0.594 1.321
H 0.653 0.084 0.626
H 2.950 1.181 -0.503
H -2.100 -0.902 0.165
H -1.890 1.343 0.951
H -2.904 -1.509 2.910
H 1.891 -0.180 -3.203
H -2.339 -2.723 1.812
N -2.023 -0.735 1.163
H 3.758 2.472 -0.641
H -3.820 -1.831 1.517
H 1.710 1.136 -2.377
C -2.785 -1.732 1.869
H 1.022 -0.723 -1.275
O 0.998 -1.554 -0.757
H 0.504 1.518 1.287
H 0.204 -1.996 -1.073
H -2.783 0.825 2.373
```

Atom charges from the Mulliken analysis, given in e for atoms 1 to 6: O -0.6632; H 0.3449; O -0.7210; O -0.6107; C -0.9544; H 0.4055

=====

2.
DFT (ωB97M-V with the def2-TZVPD basis set) results for a 6-piece molecular cluster, C2H15NO5 overall in a non-equilibrium geometry.

Spin multiplicity: 2
Net charge: -1
⟨S²⟩: 0.750
Energy relative to the best compared isomer or geometry (same formula, charge and spin), kcal/mol: 12.12
Energy, eV: -14043.7794
Strongest force on any atom, eV/Å: 1.644
E_HOMO (spin up / spin down), eV: 0.8065 / -5.3286
LUMO energy (spin up / spin down), hartree: 0.1104 / 0.1064

```
23
C2H15NO5 (ωB97M-V with the def2-TZVPD basis set)
H -2.268 -0.364 -2.726
H 1.166 -1.232 -2.429
H -2.188 2.597 0.403
O 0.738 -1.964 -1.969
C -1.397 2.176 1.020
H -2.237 -0.958 1.395
O 2.585 0.496 -1.360
N -2.276 -0.031 1.006
H 1.109 -2.942 1.190
H -3.237 0.229 0.875
H 3.538 0.607 -1.396
H -0.426 0.617 1.921
H -0.766 2.947 1.432
C -1.288 0.883 1.322
H 2.365 0.395 -0.413
H -2.084 -0.873 -1.325
H 1.024 -1.771 0.141
O 2.104 1.049 1.386
H -0.195 -1.925 -2.239
O -1.862 -1.095 -2.242
H 1.906 1.958 1.072
H 2.906 1.258 1.911
O 0.782 -2.058 1.027
```

Atom charges from the Mulliken analysis, given in e for atoms 1 to 6: H 0.3364; H 0.3205; H 0.2649; O -0.7161; C -1.2376; H 0.2854

=====

3.
DFT (ωB97M-V with the def2-TZVPD basis set) results for a 6-piece molecular cluster, C2H15NO5 overall in a non-equilibrium geometry.

Energy relative to the best compared isomer or geometry (same formula, charge and spin), kcal/mol: 217.28
Energy, eV: -14036.0086
Strongest force on any atom, eV/Å: 3.839
E_HOMO, eV: -9.4538
LUMO energy, hartree: -0.2175

```
23
C2H15NO5 (ωB97M-V with the def2-TZVPD basis set)
H -0.050 1.917 0.473
H 0.675 -2.699 -0.121
H 2.963 1.014 1.925
H 1.139 -1.299 0.955
H 1.220 1.735 1.361
H -3.156 -1.590 -0.860
C 1.159 -1.686 -0.069
H 1.801 0.701 -0.346
H -0.557 -0.195 -0.483
H -2.288 2.023 -1.774
H -1.720 -0.471 2.714
H 2.113 -1.734 -0.601
O -2.436 -1.103 -0.433
H 0.186 -1.064 -1.905
O 2.247 0.779 1.324
O 0.367 2.343 1.235
H -1.717 -0.987 1.289
N 1.404 0.377 -1.245
O -1.157 -0.522 1.938
H -1.951 0.567 -1.120
O -1.636 1.350 -1.605
H 1.000 1.176 -1.735
C 0.395 -0.632 -0.915
```

Atom charges from the Mulliken analysis, given in e for atoms 1 to 6: H 0.3420; H 0.3472; H 0.2269; H 0.3219; H 0.4342; H 0.1847

=====

4.
DFT (ωB97M-V with the def2-TZVPD basis set) results for a 7-piece molecular cluster, C2H15NO8 overall in a non-equilibrium geometry.

SMILES: O=CNC=O.O.O.O.O.O.O
Energy relative to the best compared isomer or geometry (same formula, charge and spin), kcal/mol: 41.36
Energy, eV: -20187.1947
Strongest force on any atom, eV/Å: 2.151
E_HOMO, eV: -9.9817
LUMO energy, hartree: 0.0052

```
26
C2H15NO8 (ωB97M-V with the def2-TZVPD basis set)
C -1.421 2.207 0.020
O -1.974 0.245 1.732
O -2.464 2.026 -0.496
H 0.498 -1.812 -0.780
H 0.111 0.201 -1.671
H 0.580 1.558 0.056
O -1.872 -2.443 1.435
H 1.463 2.808 -1.725
H 2.520 0.457 1.360
H -2.916 0.403 1.836
C 0.435 2.455 -1.770
H 1.869 -1.588 -0.002
H -0.625 -0.043 -3.000
O 0.447 -2.729 -0.404
H 1.084 -3.334 -0.808
O -0.189 2.561 -2.796
O -0.119 -0.484 -2.303
H 1.843 1.251 2.491
O 2.745 -1.365 0.366
N -0.081 2.022 -0.557
O 1.841 1.126 1.533
H 2.841 -1.971 1.112
H -1.852 -0.727 1.619
H -1.075 -2.738 0.966
H -2.541 -2.676 0.780
H -1.148 2.591 1.008
```

Atom charges from the Mulliken analysis, given in e for atoms 1 to 6: C 0.0524; O -0.6189; O -0.4609; H 0.4226; H 0.3750; H 0.2816

=====

5.
DFT (ωB97M-V with the def2-TZVPD basis set) results for a 5-piece molecular cluster, C2H16N2O4 overall in a non-equilibrium geometry.

SMILES: NCCN.O.O.O.O
Energy relative to the best compared isomer or geometry (same formula, charge and spin), kcal/mol: 67.57
Energy, eV: -13502.0015
Strongest force on any atom, eV/Å: 4.928
E_HOMO, eV: -8.7492
LUMO energy, hartree: 0.0117

```
24
C2H16N2O4 (ωB97M-V with the def2-TZVPD basis set)
H 1.505 1.951 1.674
H 0.103 -3.158 1.861
H -1.762 -0.386 -3.124
H -1.257 1.819 1.109
H -1.442 -2.166 -1.088
H 1.380 0.378 0.972
N -0.538 1.220 -0.855
C -0.322 1.876 0.528
H -0.134 -0.148 2.751
H 0.078 2.869 0.296
H -1.733 -1.853 -3.251
N 0.218 0.746 2.843
O 2.433 0.740 -1.268
C 0.746 1.174 1.445
O -1.225 -1.108 -3.320
H -0.483 -1.868 1.176
H 2.769 0.686 -2.156
H -0.400 -0.993 -0.892
O -0.524 -2.472 2.023
H 0.317 1.119 -1.309
H -1.112 0.339 -0.945
O -0.574 -1.921 -0.806
H 2.448 -0.152 -0.810
H -0.490 1.307 3.148
```

Atom charges from the Mulliken analysis, given in e for atoms 1 to 6: H 0.2531; H 0.2972; H 0.3254; H 0.3824; H 0.3226; H 0.1332

=====

6.
DFT (ωB97M-V with the def2-TZVPD basis set) results for C2H16N4O6Zn as an isolated structure in a non-equilibrium geometry.

Spin multiplicity: 2
Net charge: +1
⟨S²⟩: 0.751
Energy, eV: -68991.8946
Strongest force on any atom, eV/Å: 5.740
E_HOMO (spin up / spin down), eV: -5.6515 / -13.7263
LUMO energy (spin up / spin down), hartree: -0.0888 / -0.0993

```
29
C2H16N4O6Zn (ωB97M-V with the def2-TZVPD basis set)
O 16.614 3.233 -11.421
N 19.262 2.570 -7.369
Zn 18.581 4.056 -11.207
H 23.381 5.924 -11.912
C 21.571 5.537 -11.136
N 17.196 2.478 -7.931
H 18.123 6.063 -9.355
N 22.570 5.322 -11.895
H 20.256 2.705 -7.490
N 21.672 6.589 -10.378
H 20.910 6.677 -9.721
H 16.333 2.527 -10.840
O 17.942 5.669 -10.208
H 20.011 2.394 -12.788
H 18.929 2.246 -6.472
H 17.436 6.333 -10.677
O 18.659 3.114 -9.464
H 17.148 1.948 -7.073
H 16.366 2.469 -8.506
H 22.567 4.584 -12.585
H 19.262 1.467 -11.855
O 18.426 5.041 -12.989
C 18.419 2.715 -8.328
H 17.767 4.783 -13.633
O 19.296 2.376 -12.152
H 15.878 3.360 -12.020
O 20.526 4.983 -11.187
H 18.990 5.657 -13.457
H 22.559 7.041 -10.206
```

Atom charges from the Mulliken analysis, given in e for atoms 1 to 6: O 1.0009; N -0.2548; Zn -0.8750; H 0.1647; C -0.1983; N -0.1671

=====

7.
DFT (ωB97M-V with the def2-TZVPD basis set) results for a 6-piece molecular cluster, C2H16O5 overall in a non-equilibrium geometry.

SMILES: CC.O.O.O.O.O
Energy relative to the best compared isomer or geometry (same formula, charge and spin), kcal/mol: 11.10
Energy, eV: -12570.9265
Strongest force on any atom, eV/Å: 1.164
E_HOMO, eV: -10.8812
LUMO energy, hartree: 0.0091

```
23
C2H16O5 (ωB97M-V with the def2-TZVPD basis set)
O 2.179 1.845 0.574
H 2.870 1.163 0.471
C -1.159 -0.588 -0.353
H 1.073 0.392 2.303
H -1.039 1.547 -0.627
H 1.956 -1.070 -3.178
H -2.169 1.050 0.662
O 1.117 -0.225 3.036
O -1.560 -1.386 3.074
C -1.217 0.844 0.177
H -0.651 -1.087 3.146
H -1.431 0.140 -4.377
H -0.127 -0.891 -0.568
O -1.489 -0.732 -3.989
H -1.664 -0.828 -1.289
O 2.102 -0.418 -2.466
H 2.676 2.666 0.488
H 1.595 -0.788 -1.709
H 1.806 0.085 3.614
H -0.841 -0.769 -3.260
H -1.504 -1.301 0.394
H -0.466 0.925 0.953
H -2.058 -0.576 2.926
```

Atom charges from the Mulliken analysis, given in e for atoms 1 to 6: O -0.5875; H 0.3226; C -0.4065; H 0.3468; H 0.3012; H 0.3120

=====

8.
DFT (ωB97M-V with the def2-TZVPD basis set) results for a 6-piece molecular cluster, C2H16O5 overall in a non-equilibrium geometry.

SMILES: CC.O.O.O.O.O
Energy relative to the best compared isomer or geometry (same formula, charge and spin), kcal/mol: 20.74
Energy, eV: -12570.5084
Strongest force on any atom, eV/Å: 1.897
E_HOMO, eV: -11.1292
LUMO energy, hartree: 0.0171

```
23
C2H16O5 (ωB97M-V with the def2-TZVPD basis set)
O 0.842 -4.310 2.766
H 1.018 -0.567 6.488
H -0.806 5.379 -1.580
O 1.721 -0.123 -1.171
H -2.403 3.293 -0.064
H 0.664 -1.255 -6.360
O 1.409 -0.321 5.653
H 0.223 -4.981 2.458
O -0.739 -1.601 0.672
O -0.244 -1.496 -6.583
H -1.061 3.074 -1.066
H 1.680 0.594 5.575
H -1.120 5.385 0.230
H -0.389 -2.454 0.942
H -2.565 3.558 -1.824
C -1.955 3.703 -0.958
H -0.118 -2.386 -6.935
H 1.659 -4.452 2.280
H 1.321 -0.976 -0.969
H -2.268 5.842 -0.910
C -1.482 5.136 -0.754
H -0.728 -1.031 1.445
H 1.285 0.507 -0.591
```

Atom charges from the Mulliken analysis, given in e for atoms 1 to 6: O -0.6575; H 0.3208; H 0.2585; O -0.6446; H 0.2824; H 0.3211

=====

9.
DFT (ωB97M-V with the def2-TZVPD basis set) results for a 5-piece molecular cluster, C2H17N2O4 overall in a non-equilibrium geometry.

Net charge: +1
Energy relative to the best compared isomer or geometry (same formula, charge and spin), kcal/mol: 14.69
Energy, eV: -13514.0605
Strongest force on any atom, eV/Å: 2.202
E_HOMO, eV: -12.8177
LUMO energy, hartree: -0.1055

```
25
C2H17N2O4 (ωB97M-V with the def2-TZVPD basis set)
N -1.180 -0.261 -2.285
H -0.719 0.682 -0.446
O -1.699 1.882 1.543
H -1.431 2.391 0.772
H -2.036 0.285 -2.310
H 2.353 2.251 -0.618
H -0.599 0.144 -2.969
C -1.219 -1.286 -0.072
H 2.266 -2.603 -2.279
H 2.523 -1.072 -2.568
N -1.037 -0.991 1.365
H -1.575 2.418 2.331
H 0.497 -0.477 -1.065
O 1.483 2.435 -0.249
H -1.339 -1.819 1.877
H 1.559 3.297 0.171
O 1.510 -0.494 2.516
H -2.259 -1.372 -0.402
H 1.697 0.374 2.879
H -1.584 -0.191 1.708
H -0.965 -2.321 -0.279
O 2.307 -1.723 -1.896
C -0.562 -0.243 -0.981
H -0.058 -0.689 1.520
H 2.064 -0.619 1.736
```

Atom charges from the Mulliken analysis, given in e for atoms 1 to 6: N -0.6887; H -0.1140; O -0.6180; H 0.2810; H 0.2284; H 0.2909

=====

10.
DFT (ωB97M-V with the def2-TZVPD basis set) results for a 6-piece molecular cluster, C2H17NO5 overall.

SMILES: CCN.O.O.O.O.O
Energy relative to the best compared isomer or geometry (same formula, charge and spin), kcal/mol: 0.00
Energy, eV: -14078.6739
Strongest force on any atom, eV/Å: 0.885
E_HOMO, eV: -9.9394
LUMO energy, hartree: 0.0242

```
25
C2H17NO5 (ωB97M-V with the def2-TZVPD basis set)
O -2.838 -0.249 -1.253
H -1.790 -1.096 2.472
H 0.641 -0.745 2.794
H 2.404 0.378 -0.556
H 0.085 -2.251 3.575
H 3.386 0.590 0.609
H 1.728 -1.046 -2.338
H -0.402 1.630 -1.251
H -1.396 0.678 -1.929
O -0.513 1.071 -2.031
O 0.667 2.802 0.348
H -1.470 -2.628 1.659
C 0.246 -1.749 2.622
H -0.258 -1.357 0.008
H 0.905 3.730 0.338
N -0.968 -0.920 0.578
H 0.992 -2.286 2.033
H -0.620 0.021 0.744
H -3.599 0.204 -0.892
H -2.337 -0.558 -0.476
O 1.355 -0.716 -1.508
C -1.070 -1.632 1.853
H 0.635 -0.102 -1.800
O 2.842 1.076 -0.019
H 1.534 2.317 0.333
```

Atom charges from the Mulliken analysis, given in e for atoms 1 to 6: O -0.7681; H 0.3552; H 0.2805; H 0.4254; H 0.3567; H 0.3150

=====

11.
DFT (ωB97M-V with the def2-TZVPD basis set) results for a 6-piece molecular cluster, C2H18NO5 overall in a non-equilibrium geometry.

Net charge: +1
Energy relative to the best compared isomer or geometry (same formula, charge and spin), kcal/mol: 0.30
Energy, eV: -14088.7048
Strongest force on any atom, eV/Å: 1.953
E_HOMO, eV: -14.9025
LUMO energy, hartree: -0.0948

```
26
C2H18NO5 (ωB97M-V with the def2-TZVPD basis set)
H 2.505 -0.805 2.362
H 0.869 -0.622 -0.559
H 0.979 -0.741 1.776
N 1.437 0.226 -0.648
O 3.145 0.832 -3.237
C 2.466 0.203 0.430
H 1.659 0.709 2.463
H -3.918 -0.932 3.087
H -3.460 -2.303 2.697
H 1.972 0.304 -1.516
O -3.087 0.654 0.348
H -3.627 0.186 -0.303
H -1.336 -1.748 -0.410
H -0.241 -2.828 -0.158
H -0.967 2.631 -0.892
H 3.738 0.337 -3.811
H 0.817 1.064 -0.576
H 3.272 1.757 -3.472
H -1.631 1.364 -0.235
C 1.878 -0.114 1.792
O -3.827 -1.498 2.308
O -0.810 1.716 -0.644
H -3.264 0.121 1.139
O -0.463 -1.899 -0.032
H 2.920 1.189 0.543
H 3.306 -0.437 0.186
```

Atom charges from the Mulliken analysis, given in e for atoms 1 to 6: H 0.3527; H 0.2671; H 0.2230; N -0.0512; O -0.6455; C -0.4298